[1]
2 unconnected molecules or ions with the total composition C44H50N5O, computed with ωB97M-V/def2-TZVPD.

ORCA input file:
```
! wB97M-V def2-TZVPD RIJCOSX def2/J DEFGRID3
* xyz 1 1
C -7.26979 -2.48911 2.40678
N -6.81751 -1.19982 1.92664
C -7.86873 -0.37486 1.36570
C -5.50823 -0.81672 1.98995
C -5.10219 0.49777 1.60596
C -3.76447 0.81265 1.48636
C -2.75190 -0.15911 1.70703
C -1.39199 0.09850 1.31497
C -0.30715 -0.74128 1.43627
C 1.04927 -0.30452 1.44095
C 2.13615 -1.27786 1.42968
C 1.90852 -2.61247 1.00936
C 2.83697 -3.60923 1.27480
C 4.15570 -3.26502 1.68136
N 5.12427 -4.22823 1.84990
C 6.48595 -4.04275 1.39170
C 4.84943 -5.52403 2.43397
C 4.45732 -1.90132 1.93650
C 3.43264 -0.97668 1.94118
C 1.37297 1.11711 1.56220
C 0.57172 2.03353 2.28531
C 0.82961 3.39689 2.24690
C 2.11831 3.84808 1.86462
N 2.50271 5.17098 2.06236
C 3.78942 5.51376 2.64460
C 1.84705 6.24100 1.33737
C 3.00770 2.91493 1.29055
C 2.55977 1.63994 0.98783
C -3.14523 -1.36993 2.33837
C -4.48726 -1.72487 2.40345
H -6.60534 -2.86143 3.19077
H -8.27814 -2.40315 2.83312
H -7.33326 -3.24556 1.60528
H -7.46172 0.40952 0.72416
H -8.54200 -1.00446 0.77071
H -8.46520 0.09880 2.15989
H -5.84517 1.25460 1.36320
H -3.45828 1.81817 1.19432
H -1.22057 1.12195 0.99137
H -0.50648 -1.81266 1.52092
H 0.98903 -2.86559 0.47627
H 2.59022 -4.66353 1.10593
H 6.60140 -3.06680 0.90720
H 7.19137 -4.11442 2.23466
H 6.74751 -4.83101 0.66546
H 3.85081 -5.53117 2.87930
H 4.91744 -6.32673 1.68590
H 5.59017 -5.74158 3.21776
H 5.47716 -1.61278 2.20891
H 3.64605 0.01581 2.33635
H -0.26937 1.66901 2.88216
H 0.09310 4.12133 2.61607
H 4.15702 4.66802 3.23680
H 4.54205 5.77171 1.88136
H 3.67455 6.38335 3.30915
H 0.91023 5.87350 0.90100
H 1.62447 7.07443 2.02014
H 2.49200 6.61655 0.52190
H 4.02762 3.22764 1.05033
H 3.17724 1.01326 0.34599
H -2.38297 -2.04599 2.73917
H -4.74184 -2.73952 2.71962
C -2.64756 -2.14472 -1.02357
O -1.40446 -1.59027 -1.50647
C -1.16352 -0.37110 -1.99275
C -2.04086 0.77350 -1.71887
C -1.51186 1.92859 -1.10930
C -2.29229 3.08058 -0.96832
C -3.62930 3.07545 -1.37639
C -4.18239 1.89489 -1.88702
C -3.38589 0.78288 -2.13836
C -0.03803 -0.29686 -2.86364
N 0.57906 0.81496 -3.39020
C 0.05214 2.15377 -3.48683
C 1.75229 0.44856 -4.04503
C 1.81387 -0.92932 -4.03262
C 2.78747 -1.61701 -4.76645
C 3.73419 -0.84960 -5.47043
C 3.67818 0.55886 -5.45906
C 2.66295 1.22935 -4.75410
N 0.69692 -1.37691 -3.32978
C 0.30419 -2.76455 -3.30913
H -2.85010 -3.03210 -1.63351
H -2.47744 -2.42972 0.01932
H -3.49461 -1.45701 -1.11745
H -0.45907 1.91928 -0.81248
H -1.83792 3.98499 -0.55203
H -4.23058 3.98443 -1.28386
H -5.24848 1.82880 -2.10323
H -3.75832 -0.07885 -2.69779
H 0.46896 2.62056 -4.38755
H -1.04165 2.13630 -3.57341
H 0.35171 2.77109 -2.62943
H 2.80015 -2.70639 -4.77540
H 4.53339 -1.34133 -6.03234
H 4.43704 1.12205 -6.01124
H 2.58250 2.31671 -4.74849
H 0.86703 -3.26949 -4.10379
H 0.55088 -3.25278 -2.35372
H -0.76869 -2.85618 -3.52303
*
```

Output
* HOMO: -0.28663 hartree
* energy relative to the best compared isomer or geometry (same formula, charge and spin): 29.60 kcal/mol
* HOMO-LUMO gap: 3.8 eV

=====

[2]
A molecular structure, C44H51AsN5O5S4SiSr, computed with ωB97M-V/def2-TZVPD.

ORCA input file:
```
! wB97M-V def2-TZVPD RIJCOSX def2/J DEFGRID3
* xyz -2 2
Sr -1.98562 -0.06005 -0.28210
C 3.50313 -3.67530 2.09550
N 2.65048 -3.04803 3.08595
C 2.84276 -3.13175 4.46985
C 1.92611 -2.33404 5.04657
N 1.18699 -1.77753 4.02506
C 1.62624 -2.18521 2.80014
S 1.11353 -1.70832 1.31040
C -0.08170 -1.10586 4.22986
C -0.08724 0.17084 4.74774
C -1.34314 0.79490 4.80946
C -2.44703 0.16679 4.31659
C -2.31608 -1.13209 3.85411
N -1.14979 -1.78175 3.86988
H 3.63576 -4.72140 2.36548
H 4.50208 -3.24254 2.11619
H 3.07013 -3.52213 1.10731
H 3.59320 -3.78717 4.89529
H 1.69496 -2.15618 6.05317
H 0.83687 0.63374 5.07659
H -1.31765 1.81381 5.14126
H -3.37848 0.71342 4.20327
H -3.12900 -1.70079 3.44473
S -3.61956 2.13203 -1.62345
C -2.27958 2.43612 -2.65337
S -0.80846 1.63219 -2.43715
C -2.41304 3.39469 -3.67475
C -3.62548 4.05943 -3.96973
N -4.59202 4.63581 -4.21775
C -1.30521 3.55991 -4.56755
N -0.36876 3.75656 -5.21598
C 1.11678 -6.05154 -2.12272
C -0.07970 -5.32247 -1.46468
C -1.26142 -6.27792 -1.37455
C 0.31539 -4.82310 -0.10094
O -0.42423 -4.24310 -2.32508
Si 0.00664 -2.64774 -2.22492
O -0.60267 -1.80315 -1.04876
O -0.29771 -2.00737 -3.72917
C -1.47905 -1.89379 -4.48317
C -2.60145 -1.26204 -3.67202
C -1.12439 -1.00237 -5.66041
C -1.91129 -3.29988 -4.99100
O 1.67729 -2.67484 -2.21986
C 2.57814 -1.55648 -2.38699
C 1.91021 -0.21591 -2.05439
C 3.76719 -1.69857 -1.43793
C 3.06858 -1.59235 -3.86009
H 1.46668 -6.88674 -1.47790
H 1.92165 -5.31403 -2.24121
H 0.81943 -6.44942 -3.10895
H -1.01011 -7.18528 -0.75245
H -1.52417 -6.65852 -2.38495
H -2.18008 -5.79727 -0.98371
H 0.68437 -5.62858 0.55598
H -0.48057 -4.31964 0.39978
H 1.12033 -4.11725 -0.11745
H -2.28396 -0.26772 -3.29226
H -2.85648 -1.90001 -2.83191
H -3.47214 -1.15291 -4.30033
H -0.89110 0.00187 -5.30543
H -1.91800 -0.92277 -6.41442
H -0.25813 -1.38388 -6.17410
H -1.99090 -3.92650 -4.10109
H -1.10273 -3.75061 -5.59820
H -2.84250 -3.17322 -5.53525
H 1.52007 -0.25877 -1.01326
H 1.10393 -0.00119 -2.73651
H 2.67038 0.57994 -2.12058
H 3.35481 -1.62289 -0.40374
H 4.43127 -0.89369 -1.69955
H 4.28230 -2.67326 -1.50681
H 2.22060 -1.32886 -4.49179
H 3.37700 -2.60251 -4.14559
H 3.88402 -0.87521 -3.91423
O -1.13559 1.36601 1.43333
As -0.55552 2.91078 1.50239
C -0.10345 3.95243 -0.01390
C 1.22747 3.98355 -0.41551
C 1.55990 4.71697 -1.52229
C 0.59888 5.47704 -2.15545
C -0.72502 5.49137 -1.68809
C -1.09131 4.73310 -0.58849
C 1.05516 2.83014 2.57044
C 1.37955 3.80138 3.53488
C 2.52548 3.62157 4.32568
C 3.32128 2.49768 4.20980
C 2.97471 1.52873 3.28871
C 1.84175 1.72445 2.49137
C -1.67786 4.14304 2.47904
C -1.26477 5.45343 2.76844
C -2.06160 6.26138 3.55607
C -3.26319 5.77587 4.07943
C -3.71745 4.51529 3.69968
C -2.90158 3.68792 2.90598
H 1.96705 3.35585 0.04736
H 2.58997 4.65255 -1.84882
H 0.86540 6.00090 -3.09167
H -1.44576 6.07712 -2.20861
H -2.11357 4.55847 -0.21867
H 0.74841 4.66409 3.69354
H 2.73335 4.40664 5.03973
H 4.17131 2.35432 4.87753
H 3.55839 0.61488 3.17157
H 1.51222 0.91234 1.81884
H -0.33956 5.77808 2.32912
H -1.71651 7.24509 3.73710
H -3.96125 6.45462 4.60754
H -4.67369 4.14162 4.01670
H -3.28286 2.72276 2.58966
S -5.15207 -2.71856 0.98688
C -4.08629 -1.64144 0.42068
*
```

Output
* HOMO (spin up / spin down): -0.00962 / -0.07757 hartree
* energy relative to the best compared isomer or geometry (same formula, charge and spin): 0.00 kcal/mol
* HOMO-LUMO gap (spin up / spin down): 3.7 / 5.5 eV

=====

Among the records above, which one has the lowest energy relative to the best compared isomer or geometry (same formula, charge and spin)? C44H51AsN5O5S4SiSr

=====

What is the energy relative to the best compared isomer or geometry (same formula, charge and spin) in the first record? 29.60 kcal/mol

=====

The highest energy relative to the best compared isomer or geometry (same formula, charge and spin) belongs to which entry? C44H50N5O